Entry from OMol25: the molecule C3H3NOS2 (ωB97M-V with the def2-TZVPD basis set).

Calculated values
SMILES string = O=CC(=S)NC=S
Kohn-Sham gap = 7.067 eV
Total charge = 0
Energy relative to the best compared isomer or geometry (same formula, charge and spin) = 296.8 kJ/mol

The geometry in XYZ format:
```
10
Properties=species:S:1:pos:R:3:lowdin_charge:R:1
C -0.003 -0.033 -1.884 -0.730
C 0.565 -0.079 0.645 -0.880
C -0.248 0.225 1.795 -0.151
H -1.004 0.236 -2.381 0.089
H -1.289 -0.222 -0.360 0.174
H 0.107 0.471 2.859 0.147
N -0.189 -0.327 -0.501 -0.068
O -1.444 -0.317 1.529 -0.065
S 1.374 0.289 -2.606 0.678
S 2.130 -0.243 0.905 0.807
```

=====

Entry from OMol25: a structure of composition C16H48B2F3HgO8S (ωB97M-V with the def2-TZVPD basis set).

Calculated values
Kohn-Sham gap (spin up / spin down) = 8.803 / 3.861 eV
2S+1 = 2
Total charge = 0

The geometry in XYZ format:
```
79
Properties=species:S:1:pos:R:3:lowdin_spin:R:1
Hg 1.699 -8.103 -21.304 0.001
B 0.950 -10.239 -22.136 0.000
H 1.929 -10.148 -22.579 0.000
H 0.361 -9.375 -22.404 0.000
H 0.471 -11.158 -22.436 0.000
H 1.035 -10.153 -21.064 0.000
B -0.533 -7.382 -20.853 0.005
H -0.121 -7.010 -19.928 0.001
H 0.013 -7.012 -21.706 0.004
H -0.492 -8.454 -20.963 0.000
H -1.514 -6.946 -20.966 0.000
C 3.991 -7.214 -25.355 0.000
F 4.119 -5.832 -25.257 0.000
F 4.254 -7.483 -26.620 0.000
F 5.006 -7.882 -24.697 0.000
S 2.180 -7.794 -24.777 0.000
O 1.233 -7.040 -25.624 -0.001
O 2.114 -9.244 -25.054 0.001
O 1.938 -7.482 -23.386 0.002
C -1.482 -5.513 -24.890 0.076
C -1.591 -6.994 -24.548 0.145
C -2.911 -7.256 -23.773 0.011
O -1.296 -7.853 -25.643 0.648
H -0.415 -5.315 -24.787 0.000
H -1.942 -4.742 -24.271 0.006
H -1.722 -5.251 -25.920 0.003
H -0.693 -7.238 -23.979 0.078
H -2.999 -6.785 -22.794 0.001
H -2.980 -8.341 -23.690 0.003
H -3.753 -6.945 -24.391 0.007
H -0.393 -7.563 -25.796 0.008
C -3.649 -9.115 -18.568 0.000
C -4.559 -8.800 -19.728 0.000
C -5.174 -7.431 -19.582 0.000
O -3.733 -8.827 -20.832 0.001
H -2.948 -9.949 -18.617 0.000
H -4.317 -9.377 -17.747 0.000
H -3.023 -8.274 -18.269 0.000
H -5.292 -9.602 -19.805 0.000
H -4.431 -6.682 -19.309 0.000
H -5.813 -7.532 -18.705 0.000
H -5.825 -7.061 -20.374 0.000
H -3.036 -8.194 -20.643 0.000
C 0.916 -9.273 -16.768 0.000
C 0.958 -8.175 -17.769 0.000
C 1.557 -6.918 -17.227 0.000
O 1.824 -8.545 -18.796 0.000
H 0.731 -10.185 -17.337 0.000
H 0.091 -9.318 -16.057 0.000
H 1.900 -9.538 -16.383 0.000
H -0.067 -7.980 -18.084 0.000
H 0.967 -6.542 -16.392 0.000
H 1.721 -6.192 -18.024 0.000
H 2.566 -7.129 -16.871 0.000
H 2.679 -8.750 -18.411 0.000
C 3.610 -3.684 -21.384 0.000
C 3.794 -5.118 -20.840 0.000
C 4.396 -5.015 -19.374 0.000
O 2.546 -5.760 -20.734 0.000
H 3.507 -3.670 -22.469 0.000
H 4.403 -2.957 -21.206 0.000
H 2.838 -3.059 -20.934 0.000
H 4.496 -5.660 -21.473 0.000
H 4.006 -4.302 -18.648 0.000
H 5.456 -4.763 -19.335 0.000
H 4.256 -5.953 -18.837 0.000
H 1.951 -5.022 -20.583 0.000
C -1.307 -3.647 -21.236 0.000
C -1.019 -3.704 -19.668 0.000
C -2.309 -4.161 -18.950 0.000
O -0.002 -4.619 -19.452 0.000
H -0.469 -3.046 -21.588 0.000
H -2.204 -3.101 -21.528 0.000
H -1.256 -4.614 -21.738 0.000
H -0.679 -2.738 -19.296 0.000
H -2.097 -4.088 -17.884 0.000
H -2.410 -5.219 -19.193 0.000
H -3.212 -3.566 -19.088 0.000
H -0.162 -5.441 -19.922 0.000
```

=====

Entry from OMol25: a structure of composition H20O10 (ωB97M-V with the def2-TZVPD basis set).

Calculated values
Kohn-Sham gap = 8.161 eV
Total charge = 0
Energy relative to the best compared isomer or geometry (same formula, charge and spin) = 876.8 kJ/mol

The geometry in XYZ format:
```
30
Properties=species:S:1:pos:R:3:lowdin_charge:R:1
H -1.051 -0.280 0.275 0.063
H 0.261 0.264 -0.528 -0.013
H 2.914 1.649 -2.222 0.019
H 3.345 0.423 -1.740 0.104
H 2.966 -5.049 1.468 0.047
H 2.335 -3.893 0.793 0.001
H -5.865 1.588 -0.227 0.096
H -4.527 1.975 0.615 0.011
H 0.295 0.850 -3.062 0.069
H 1.450 1.759 -2.992 0.025
H 5.308 1.672 -0.786 0.051
H 3.853 2.229 -0.780 0.104
H -0.734 1.154 3.643 0.099
H -1.119 -0.356 4.086 0.003
H -2.801 3.381 -0.855 0.021
H -1.624 3.018 0.026 0.086
H -1.661 -3.390 -0.068 -0.015
H -0.939 -2.822 -1.207 0.073
H -0.630 -2.025 1.822 -0.007
H -1.584 -0.817 2.180 0.041
O -0.045 -0.250 0.198 -0.083
O 2.747 1.138 -1.481 -0.152
O 2.984 -4.550 0.628 -0.049
O -5.035 2.204 -0.166 -0.117
O 1.233 0.873 -2.791 -0.065
O 4.444 1.551 -1.194 -0.130
O -1.458 0.493 3.900 -0.062
O -2.441 2.609 -0.429 -0.093
O -1.167 -3.727 -0.803 -0.081
O -1.453 -1.672 1.696 -0.047
```

=====

Entry from OMol25: a structure of composition C5H12NO5S2Yb (ωB97M-V with the def2-TZVPD basis set).

Calculated values
Kohn-Sham gap = 3.177 eV
Total charge = +1

The geometry in XYZ format:
```
26
Properties=species:S:1:pos:R:3:lowdin_charge:R:1
C -1.826 1.447 -1.523 -0.104
C -0.366 1.015 -0.894 -0.377
C 0.929 1.535 -1.759 -0.087
C -0.302 1.523 0.680 -0.175
C -0.936 0.263 1.572 -0.348
S 0.331 -1.106 1.904 0.662
O 1.743 -0.482 1.781 -0.372
O 0.175 -1.512 3.422 -0.411
N 0.077 -2.554 0.961 -0.338
S 1.409 -2.890 -0.117 0.710
O 1.108 -4.302 -0.755 -0.384
O 1.504 -1.913 -1.341 -0.420
O 2.932 -3.037 0.643 -0.222
H -1.650 1.733 -2.646 0.108
H -2.563 0.532 -1.516 0.062
H -2.294 2.296 -0.866 0.060
H -0.376 -0.174 -0.840 0.118
H 0.970 0.982 -2.810 0.110
H 0.769 2.675 -1.994 0.090
H 1.959 1.415 -1.202 0.105
H -0.993 2.473 0.882 0.109
H 0.783 1.829 1.032 0.143
H -1.292 0.665 2.636 0.087
H -1.921 -0.153 1.044 -0.029
H 3.578 -2.616 -0.028 0.124
Yb -3.745 0.353 1.733 1.780
```

=====

Entry from OMol25: a structure of composition C31H44BrMnN3OP2 (ωB97M-V with the def2-TZVPD basis set).

Calculated values
Kohn-Sham gap (spin up / spin down) = 7.158 / 4.237 eV
2S+1 = 6
Total charge = +2
Energy relative to the best compared isomer or geometry (same formula, charge and spin) = 0.0 kJ/mol

The geometry in XYZ format:
```
83
Properties=species:S:1:pos:R:3:lowdin_spin:R:1
C -0.613 6.861 -3.840 0.000
C -0.796 5.503 -4.160 0.000
C -1.105 5.016 -5.452 0.000
C -1.309 6.004 -6.427 0.000
N -1.193 7.285 -6.091 0.000
C -0.839 7.742 -4.894 0.000
C -0.683 4.538 -3.081 0.002
C -0.703 3.553 -2.354 0.001
C -1.143 2.443 -1.589 0.007
C -0.249 1.921 -0.688 0.013
C -0.645 0.912 0.178 0.015
C -2.066 0.673 0.288 0.014
C -2.986 1.162 -0.649 0.001
C -2.466 1.954 -1.700 0.015
Mn 0.082 -0.877 1.206 3.840
P 2.266 -1.332 1.008 0.011
H -1.190 3.967 -5.686 0.000
H -0.321 7.178 -2.853 0.000
H -1.576 5.698 -7.428 0.000
H -0.735 8.803 -4.693 0.000
H -3.035 2.302 -2.530 0.001
H 0.746 2.296 -0.653 0.001
H -4.104 0.965 -0.447 0.000
H 0.362 0.701 0.707 -0.002
C 2.257 -2.886 1.964 0.023
C 3.049 -4.011 1.322 0.004
H 1.216 -3.198 2.126 0.012
H 2.652 -2.657 2.960 0.001
H 3.022 -4.923 1.930 0.000
H 2.641 -4.293 0.349 0.001
H 4.106 -3.774 1.194 0.000
C 2.231 -1.583 -0.848 0.025
C 2.919 -0.523 -1.695 0.002
H 1.160 -1.522 -1.089 0.010
H 2.553 -2.603 -1.104 0.002
H 2.669 -0.681 -2.762 0.000
H 2.569 0.498 -1.427 0.000
H 4.021 -0.548 -1.612 0.000
C 3.784 -0.405 1.331 -0.002
C 5.009 -1.270 1.039 -0.001
H 3.762 -0.081 2.381 0.000
H 3.802 0.517 0.732 0.000
H 5.937 -0.694 1.102 0.000
H 5.109 -2.079 1.768 0.000
H 4.991 -1.709 0.034 0.000
Br -2.962 -0.112 1.800 0.022
P -2.076 -2.959 -1.087 0.559
C -0.331 -3.435 -1.027 0.080
C -0.095 -4.776 -1.682 0.029
H 0.075 -3.348 -0.015 0.013
H 0.198 -2.637 -1.578 0.007
H 0.930 -4.891 -2.067 0.001
H -0.294 -5.601 -0.985 0.001
H -0.772 -4.864 -2.526 0.008
C -2.881 -3.035 0.519 0.074
C -4.260 -3.648 0.307 0.026
H -2.970 -2.003 0.937 0.015
H -2.268 -3.566 1.272 -0.002
H -4.758 -3.912 1.255 0.002
H -4.926 -2.980 -0.240 0.000
H -4.132 -4.548 -0.266 0.007
C -2.423 -1.653 -2.309 0.088
C -2.814 -2.011 -3.758 0.014
H -1.602 -0.928 -2.296 0.014
H -3.229 -1.068 -1.857 0.002
H -3.253 -1.146 -4.297 0.000
H -1.956 -2.338 -4.363 0.000
H -3.572 -2.810 -3.741 0.002
N -0.781 1.679 7.698 0.000
C -0.967 0.952 6.528 0.000
O -1.847 0.122 6.463 0.000
C 0.019 1.166 5.417 0.001
C 1.108 2.059 5.498 0.001
C 1.875 2.256 4.366 0.001
C 1.520 1.565 3.171 0.003
N 0.511 0.637 3.141 0.033
C -0.221 0.451 4.247 0.005
H -1.445 1.471 8.456 0.000
H 0.098 2.153 7.917 0.000
H 1.391 2.597 6.395 0.000
H 2.754 2.920 4.312 0.000
H 2.151 1.748 2.278 -0.001
H -0.952 -0.350 4.257 0.001
```

=====

Entry from OMol25: the molecule C4H8N2O (ωB97M-V with the def2-TZVPD basis set).

Calculated values
SMILES string = NC(=O)CN1CC1
Kohn-Sham gap = 10.221 eV
Total charge = 0
Energy relative to the best compared isomer or geometry (same formula, charge and spin) = 236.1 kJ/mol

The geometry in XYZ format:
```
15
Properties=species:S:1:pos:R:3:lowdin_charge:R:1
N 1.402 -0.451 -1.239 0.148
C 1.662 -0.711 0.069 -0.548
O 2.588 -1.424 0.432 0.041
C 0.693 0.011 0.968 -0.106
N -0.404 0.775 0.355 -0.128
C -1.762 0.489 0.736 -0.162
C -1.356 0.435 -0.692 -0.183
H 2.102 -0.912 -1.800 0.108
H 0.805 0.339 -1.602 0.124
H 0.393 -0.737 1.707 0.128
H 1.269 0.788 1.472 0.129
H -1.959 -0.520 1.091 0.106
H -2.443 1.279 1.063 0.106
H -1.317 -0.611 -1.191 0.132
H -1.673 1.249 -1.370 0.105
```